A structure of composition C17H35O3P3Zr. Source: the OMol25 dataset; level of theory: ωB97M-V/def2-TZVPD.

Structure (ORCA input):
```
! RIJCOSX wB97M-V def2-TZVPD def2/J DEFGRID3
* xyz 4 1
P 2.5884 -0.6031 0.5305
C 3.4482 -0.8892 2.2101
H 4.5316 -0.9220 2.0958
H 3.1429 -1.8403 2.6456
H 3.2188 -0.0978 2.9217
C 3.3901 -2.1639 -0.1983
H 3.4111 -2.1433 -1.2863
H 2.8414 -3.0483 0.1262
H 4.4233 -2.2642 0.1341
C 3.8534 0.7239 0.0282
H 4.8646 0.3175 0.0436
H 3.8186 1.5590 0.7277
H 3.6651 1.1224 -0.9664
P -0.7178 2.6342 0.0635
C -0.8146 3.8316 1.5466
H -1.3275 4.7536 1.2737
H 0.1825 4.1088 1.8875
H -1.3541 3.3945 2.3851
C 0.1963 3.9312 -0.9819
H 0.1137 3.7299 -2.0484
H 1.2516 3.9509 -0.7080
H -0.2155 4.9268 -0.8171
C -2.5226 2.9762 -0.4254
H -2.6796 4.0403 -0.6012
H -3.1932 2.6677 0.3766
H -2.8186 2.4391 -1.3240
P -1.8993 -1.8325 0.5297
C -2.8104 -2.2066 2.1646
H -3.3741 -3.1370 2.0956
H -3.5235 -1.4177 2.4022
H -2.1181 -2.3061 2.9992
C -3.5298 -1.8668 -0.4448
H -4.1874 -2.6559 -0.0805
H -3.3674 -2.0570 -1.5042
H -4.0476 -0.9139 -0.3337
C -1.3308 -3.6383 0.3577
H -2.1873 -4.3125 0.3492
H -0.6975 -3.9141 1.2009
H -0.7580 -3.8097 -0.5510
Zr -0.0121 0.0821 0.5244
C 1.1089 1.3987 1.8504
O 1.6923 2.0643 2.5689
C -1.6386 0.6626 1.8545
O -2.4662 0.9803 2.5711
C -1.2652 -0.2362 -2.8237
C -0.5999 -1.4169 -2.7938
C 0.7223 -1.4857 -2.6167
C 1.4127 -0.3430 -2.8528
C 0.8228 0.8553 -2.8778
C -0.5217 0.8505 -3.0488
H -2.3326 -0.1879 -2.9650
H -1.1493 -2.3350 -2.9181
H 1.2041 -2.4497 -2.5937
H 2.4747 -0.3947 -3.0249
H 1.4180 1.7358 -3.0591
H -1.0150 1.7500 -3.3772
O 0.4368 -1.2353 2.1307
H 0.4963 -2.1612 1.7959
H -0.2572 -1.2002 2.8297
*
```

Calculated values
E_HOMO	-22.113	eV
frontier orbital gap	5.991	eV

Want to see where the charge sits? The natural (NBO) charges in e are:
1. P 0.682
2. C -0.851
3. H 0.294
4. H 0.254
5. H 0.243
6. C -0.830
7. H 0.262
8. H 0.251
9. H 0.301
10. C -0.861
11. H 0.299
12. H 0.253
13. H 0.253
14. P 0.697
15. C -0.860
16. H 0.299
17. H 0.258
18. H 0.241
19. C -0.830
20. H 0.263
21. H 0.262
22. H 0.300
23. C -0.850
24. H 0.304
25. H 0.253
26. H 0.257
27. P 0.673
28. C -0.865
29. H 0.304
30. H 0.262
31. H 0.224
32. C -0.846
33. H 0.295
34. H 0.264
35. H 0.261
36. C -0.856
37. H 0.313
38. H 0.239
39. H 0.262
40. Zr 1.365
41. C 0.471
42. O -0.262
43. C 0.452
44. O -0.263
45. C -0.271
46. C -0.137
47. C -0.255
48. C -0.139
49. C -0.254
50. C -0.134
51. H 0.265
52. H 0.256
53. H 0.263
54. H 0.258
55. H 0.265
56. H 0.257
57. O -0.917
58. H 0.550
59. H 0.556